(1)
{
  "formula": "C4H15NO5",
  "method": "wB97M-V/def2-TZVPD",
  "e_homo_ev": -9.9873,
  "energy_ha": -592.33532,
  "e_lumo_ev": 0.52,
  "orbital_gap_ev": 10.510,
  "symbols": ["N", "C", "C", "O", "C", "C", "O", "H", "H", "H", "H", "H", "H", "H", "H", "H", "O", "H", "H", "O", "H", "H", "O", "H", "H"],
  "coordinates": [[-2.2271, 0.4906, -1.0353], [-1.2852, 0.1971, 0.0444], [-2.0139, -0.4259, 1.1912], [-1.6987, -1.4216, 1.8103], [-0.6937, 1.5040, 0.6307], [0.4521, 1.9614, -0.2770], [1.1561, 3.0568, 0.3335], [-1.7706, 0.9133, -1.8304], [-2.6831, -0.3915, -1.2330], [-0.4431, -0.4052, -0.3075], [-2.8132, 0.1996, 1.6377], [-0.3364, 1.4966, 1.6533], [-1.4941, 2.2449, 0.5806], [0.0937, 2.4285, -1.1919], [1.1864, 1.1794, -0.4726], [1.6089, 2.7817, 1.1367], [0.7085, -1.3447, -2.2214], [1.4235, -1.9247, -1.9027], [0.1868, -1.9475, -2.7634], [2.8417, -1.8594, -0.5050], [2.3070, -1.9042, 0.3146], [3.3484, -1.0471, -0.4280], [1.0320, -1.7601, 1.5664], [0.9507, -2.6850, 1.8060], [0.1630, -1.3372, 1.4627]],
  "nbo_charge": [-0.83, -0.19, 0.45, -0.55, -0.43, -0.06, -0.73, 0.38, 0.37, 0.22, 0.12, 0.22, 0.23, 0.19, 0.18, 0.46, -0.97, 0.50, 0.46, -0.99, 0.50, 0.47, -0.98, 0.49, 0.50]
}

=====

(2)
{
  "formula": "C4H15NO6S",
  "method": "wB97M-V/def2-TZVPD",
  "e_homo_ev": -0.3613,
  "energy_ha": -1065.74836,
  "total_charge": -2,
  "e_lumo_ev": 5.86,
  "orbital_gap_ev": 6.224,
  "symbols": ["O", "C", "C", "C", "S", "N", "C", "O", "H", "H", "H", "H", "H", "H", "H", "H", "H", "O", "H", "H", "O", "H", "H", "O", "H", "H", "O"],
  "coordinates": [[-1.7536, -3.5823, 0.0801], [-1.4370, -2.4162, 0.1367], [-1.1389, -1.5071, -1.0878], [-2.1712, -0.3979, -1.2191], [-3.1558, -0.3194, 0.3871], [0.2888, -1.1853, -1.0462], [0.8028, -0.2352, 0.0303], [1.1696, 0.9846, -0.4762], [-1.0716, -2.0139, 1.1123], [-1.1745, -2.0993, -2.0516], [-2.9356, -0.5712, -1.9618], [-1.5779, 0.4950, -1.3657], [0.5779, -0.7320, -1.9092], [1.6561, -0.7961, 0.4625], [0.0229, -0.0988, 0.8253], [3.4869, 1.9691, 1.1271], [2.4387, 1.3404, -0.1493], [3.4298, 1.4668, 0.3167], [-1.7326, 2.0878, 1.1104], [-0.0520, 2.2692, 0.5657], [-0.9506, 2.5165, 0.7700], [0.8422, 4.3763, -0.3364], [1.6007, 3.0717, -0.1536], [1.4668, 3.9502, 0.2538], [3.8210, -1.5518, 0.2463], [3.9854, -0.2730, 1.0826], [4.3771, -1.1520, 0.9197]],
  "nbo_charge": [-0.64, 0.46, -0.16, -0.52, -0.72, -0.68, 0.11, -0.94, 0.12, 0.17, 0.19, 0.21, 0.36, 0.10, 0.14, 0.45, 0.50, -1.10, 0.52, 0.53, -1.07, 0.46, 0.50, -0.97, 0.47, 0.51, -1.00]
}

=====

(3)
{
  "formula": "C4H15NO7",
  "method": "wB97M-V/def2-TZVPD",
  "e_homo_ev": [-14.3374, -14.2803],
  "energy_ha": -742.52919,
  "total_charge": 1,
  "e_lumo_ev": [-3.58, -8.76],
  "multiplicity": 2,
  "orbital_gap_ev": [10.756, 5.516],
  "symbols": ["C", "C", "C", "O", "N", "C", "O", "O", "H", "H", "H", "H", "H", "H", "H", "H", "H", "O", "H", "H", "O", "H", "H", "O", "H", "H", "O"],
  "coordinates": [[0.7458, 1.0124, -2.5965], [2.1302, 0.5467, -2.2290], [2.0990, -0.8289, -1.6021], [3.0155, -1.4300, -1.1363], [-0.4446, 0.2918, -2.1255], [-1.3511, 0.5332, -1.0763], [-1.1433, 1.6649, -0.4821], [-2.1768, -0.2953, -0.7717], [0.5637, 0.9142, -3.7236], [0.5544, 2.0933, -2.3034], [2.7671, 0.5010, -3.1195], [2.7499, 1.2801, -1.5387], [1.1329, -1.3576, -1.5719], [-0.7491, -0.5108, -2.6857], [-1.8480, 1.8721, 0.2585], [1.2286, 1.4314, 3.3429], [0.3423, 0.2295, 2.7599], [0.3418, 1.0875, 3.2191], [-1.0964, 1.6604, 2.3366], [-2.5845, 1.9004, 2.5391], [-1.9214, 1.9363, 1.8459], [-1.6324, -3.9351, 1.4356], [-2.2611, -2.6230, 1.7211], [-1.6251, -3.2394, 2.1024], [1.1089, -1.5346, 1.4987], [-0.2098, -1.9962, 2.1063], [0.2635, -1.2045, 1.7960]],
  "lowdin_spin": [0.06, 0.05, 0.02, 0.12, 0.51, 0.02, -0.01, 0.17, 0.02, 0.01, 0.00, 0.00, 0.02, 0.00, 0.00, 0.00, 0.00, 0.00, 0.00, 0.00, 0.00, 0.00, 0.00, 0.00, 0.00, 0.00, 0.00]
}

=====

(4)
{
  "formula": "C4H15O4",
  "method": "wB97M-V/def2-TZVPD",
  "e_homo_ev": -2.0662,
  "energy_ha": -462.25521,
  "total_charge": -1,
  "e_lumo_ev": 3.44,
  "orbital_gap_ev": 5.509,
  "symbols": ["C", "O", "H", "H", "H", "C", "O", "H", "H", "H", "H", "C", "O", "H", "H", "H", "H", "C", "O", "H", "H", "H", "H"],
  "coordinates": [[0.9184, -0.1247, -0.1595], [1.8560, 0.7635, 0.3216], [-0.0527, 0.1413, 0.3193], [0.9059, -0.1061, -1.2682], [1.0170, -1.1872, 0.1650], [-2.2860, 0.5103, -2.4761], [-1.8640, -0.8453, -2.6136], [-1.9449, 0.9908, -1.5562], [-1.9675, 1.0665, -3.3577], [-3.3762, 0.5079, -2.4033], [-0.9942, -0.7986, -3.0206], [-1.1276, 3.0205, 0.7795], [-0.3521, 3.3204, 1.8953], [-2.0996, 2.6424, 1.1249], [-1.4017, 3.9208, 0.2079], [-0.7818, 2.2402, 0.0959], [0.4011, 3.8714, 1.6928], [2.4984, -3.2586, 1.5263], [1.7969, -3.6755, 2.6935], [2.0674, -3.6843, 0.6105], [2.3769, -2.1806, 1.3867], [3.5470, -3.5359, 1.5494], [0.8631, -3.5994, 2.4866]],
  "nbo_charge": [-0.21, -0.99, 0.08, 0.08, 0.07, -0.25, -0.73, 0.18, 0.16, 0.16, 0.47, -0.24, -0.72, 0.16, 0.13, 0.19, 0.47, -0.26, -0.74, 0.15, 0.21, 0.17, 0.46]
}

=====

(5)
{
  "formula": "C4H16",
  "method": "wB97M-V/def2-TZVPD",
  "e_homo_ev": -12.7021,
  "energy_ha": -161.95314,
  "e_lumo_ev": 0.95,
  "orbital_gap_ev": 13.648,
  "symbols": ["C", "H", "H", "H", "H", "C", "H", "H", "H", "H", "C", "H", "H", "H", "H", "C", "H", "H", "H", "H"],
  "coordinates": [[-2.7054, -1.5595, -5.3707], [-2.9364, -2.2341, -6.1875], [-1.9096, -1.9408, -4.7089], [-2.2008, -0.6343, -5.6416], [-3.5597, -1.3737, -4.7262], [5.4689, 4.1639, -0.3632], [4.4384, 3.8137, -0.3191], [6.2051, 3.3931, -0.1883], [5.6987, 4.8138, -1.2029], [5.4768, 4.8204, 0.5182], [-1.9823, -1.9198, 4.7768], [-2.1193, -2.9687, 4.5093], [-2.2278, -1.8570, 5.8400], [-0.9356, -1.6474, 4.6342], [-2.5696, -1.1896, 4.2210], [-0.8453, -0.7012, 0.8261], [-0.9949, 0.3060, 1.1897], [-1.6225, -1.3800, 1.1845], [-0.7548, -0.8145, -0.2519], [0.0761, -1.0901, 1.2606]],
  "nbo_charge": [-0.86, 0.22, 0.21, 0.22, 0.21, -0.86, 0.22, 0.21, 0.22, 0.21, -0.85, 0.21, 0.21, 0.21, 0.21, -0.85, 0.21, 0.21, 0.21, 0.21]
}

=====

(6)
{
  "formula": "C4H16As3F18N8O4Tl",
  "method": "wB97M-V/def2-TZVPD",
  "e_homo_ev": -11.4019,
  "energy_ha": -9578.59350,
  "e_lumo_ev": -8.29,
  "orbital_gap_ev": 3.109,
  "symbols": ["Tl", "As", "F", "F", "F", "F", "F", "F", "As", "F", "F", "F", "F", "F", "F", "As", "F", "F", "F", "F", "F", "F", "C", "O", "N", "N", "H", "H", "H", "H", "C", "O", "N", "N", "H", "H", "H", "H", "C", "O", "N", "N", "H", "H", "H", "H", "C", "O", "N", "N", "H", "H", "H", "H"],
  "coordinates": [[-0.5470, -0.3904, -0.6488], [-4.9605, 0.1422, 0.7405], [-5.1177, -1.2527, 1.8573], [-4.2176, 1.1669, 1.9896], [-4.8864, 1.5893, -0.2731], [-5.6215, -0.8014, -0.6814], [-6.6340, 0.6064, 1.2304], [-3.2459, -0.2647, 0.2801], [2.6722, 2.7157, 0.9362], [1.2705, 1.7484, 0.3529], [1.5133, 4.0888, 0.9906], [3.9722, 3.8017, 1.5166], [3.6160, 1.2991, 0.5384], [3.1772, 3.2887, -0.7104], [2.2786, 2.1562, 2.5949], [-1.7881, -3.8905, 2.2635], [-3.0418, -4.6349, 1.1773], [-1.9870, -5.1802, 3.4563], [-0.4890, -3.1589, 3.2531], [-1.5529, -2.4765, 1.1114], [-3.0296, -2.9465, 3.0768], [-0.6039, -4.9267, 1.4089], [1.4620, -3.6923, -1.6985], [0.4771, -3.0116, -1.5211], [2.0487, -3.8674, -2.8643], [2.1330, -4.2010, -0.7305], [1.7647, -3.2921, -3.6444], [2.7346, -4.6087, -2.8524], [3.0723, -4.5238, -0.9138], [1.7628, -3.9432, 0.1731], [0.8753, 2.6490, -3.1744], [0.5217, 1.7030, -2.4954], [1.3292, 2.6261, -4.4099], [0.8436, 3.8533, -2.7099], [1.4677, 3.4889, -4.9164], [1.1779, 1.7757, -4.9333], [0.5578, 3.8840, -1.7417], [1.1814, 4.6436, -3.2404], [-1.9767, 3.3305, -0.0062], [-1.5408, 2.1875, -0.0421], [-1.2101, 4.3567, 0.2754], [-3.2000, 3.7212, -0.3174], [-1.5181, 5.3131, 0.1729], [-0.2717, 4.1030, 0.5493], [-3.8805, 3.0094, -0.5415], [-3.4138, 4.6921, -0.1393], [2.4255, -1.9001, 1.6459], [1.4955, -1.4555, 0.9749], [3.5746, -1.2708, 1.7723], [2.4238, -3.1208, 2.1928], [4.3063, -1.7759, 2.2515], [3.7724, -0.4557, 1.2096], [1.5810, -3.6098, 2.4586], [3.2455, -3.2881, 2.7558]],
  "nbo_charge": [1.55, 2.80, -0.58, -0.62, -0.65, -0.61, -0.61, -0.65, 2.81, -0.65, -0.64, -0.60, -0.63, -0.63, -0.60, 2.80, -0.60, -0.61, -0.64, -0.64, -0.58, -0.64, 0.76, -0.57, -0.79, -0.75, 0.42, 0.40, 0.40, 0.44, 0.77, -0.64, -0.80, -0.78, 0.40, 0.41, 0.42, 0.40, 0.76, -0.52, -0.82, -0.69, 0.40, 0.45, 0.46, 0.40, 0.78, -0.57, -0.79, -0.82, 0.39, 0.45, 0.46, 0.39]
}

=====

(7)
{
  "formula": "C4H16AsF6O4Ti",
  "method": "wB97M-V/def2-TZVPD",
  "e_homo_ev": [-4.3675, -11.3039],
  "energy_ha": -4147.40515,
  "e_lumo_ev": [-0.09, -0.22],
  "multiplicity": 4,
  "orbital_gap_ev": [4.275, 11.084],
  "symbols": ["Ti", "As", "F", "F", "F", "F", "F", "F", "C", "O", "H", "H", "H", "H", "C", "O", "H", "H", "H", "H", "C", "O", "H", "H", "H", "H", "C", "O", "H", "H", "H", "H"],
  "coordinates": [[-0.0366, -0.1531, -0.2375], [-0.0950, -1.9756, 2.4780], [-1.3316, -2.6396, 3.5435], [-1.3604, -1.0747, 1.4826], [1.1539, -1.2388, 1.3822], [1.2792, -2.6964, 3.4413], [-0.3137, -3.4794, 1.5269], [0.0169, -0.4569, 3.4914], [-0.2814, 2.9268, 1.3403], [0.1199, 1.4764, 1.4314], [-0.0120, 3.1243, 0.3027], [-1.3363, 3.1610, 1.4833], [0.4404, 3.5503, 1.8678], [0.3234, 1.2178, 2.3332], [-2.7091, 1.4575, -1.2687], [-1.3957, 1.3019, -1.8781], [-3.2364, 0.5369, -1.5191], [-2.6433, 1.5351, -0.1835], [-3.3123, 2.2751, -1.6634], [-1.5045, 0.7928, -2.6846], [0.5264, -2.9491, -1.7092], [-0.6101, -2.3355, -1.0988], [1.0890, -3.5352, -0.9826], [0.1301, -3.5696, -2.5130], [1.2007, -2.1829, -2.0917], [-1.0099, -2.9846, -0.5154], [2.4825, 1.7062, -1.2122], [1.9678, 0.3531, -1.3456], [3.5216, 1.5963, -0.9019], [2.3534, 2.2290, -2.1599], [1.9180, 2.2396, -0.4474], [2.6650, -0.2086, -1.6920]],
  "lowdin_spin": [2.40, 0.07, 0.03, 0.05, 0.05, 0.03, 0.04, 0.04, 0.01, 0.04, 0.00, 0.00, 0.00, 0.00, 0.03, 0.04, 0.01, 0.01, 0.00, 0.00, 0.02, 0.05, 0.00, 0.00, 0.01, 0.00, 0.01, 0.06, 0.00, 0.00, 0.00, 0.00]
}

=====

(8)
{
  "formula": "C4H16BrN8O4",
  "method": "wB97M-V/def2-TZVPD",
  "e_homo_ev": -5.3113,
  "energy_ha": -3474.76729,
  "total_charge": -1,
  "e_lumo_ev": 2.81,
  "orbital_gap_ev": 8.125,
  "symbols": ["Br", "C", "O", "N", "N", "H", "H", "H", "H", "C", "O", "N", "N", "H", "H", "H", "H", "C", "O", "N", "N", "H", "H", "H", "H", "C", "O", "N", "N", "H", "H", "H", "H"],
  "coordinates": [[0.0771, 0.2664, -1.5864], [-2.5582, 1.8793, -0.7691], [-3.3612, 2.4927, -0.1013], [-2.5492, 1.8892, -1.9914], [-1.6192, 1.2329, -0.1953], [-1.7067, 1.5101, -2.3995], [-3.2091, 2.5193, -2.4247], [-1.5342, 1.5254, 0.7677], [-0.8444, 0.9684, -0.7867], [2.7050, 1.4657, -0.0189], [3.7938, 1.8479, 0.4124], [1.6372, 2.1353, 0.1390], [2.4008, 0.3829, -0.6313], [0.7664, 1.6960, -0.1236], [1.7624, 2.8074, 0.8824], [1.5476, 0.2989, -1.1652], [3.2189, -0.1552, -0.8789], [0.4599, -0.3806, 1.6233], [0.4863, -0.2091, 2.8172], [1.4646, -0.9876, 1.0707], [-0.5150, -0.0214, 0.8825], [1.5856, -0.9342, 0.0694], [2.1259, -1.3331, 1.7514], [-0.5481, -0.3007, -0.0876], [-1.2675, 0.5308, 1.2685], [-0.9637, -2.3880, 0.1893], [-2.0263, -1.7761, 0.1461], [-0.0231, -2.1164, -0.6097], [-0.7904, -3.3813, 0.9648], [0.8198, -2.6721, -0.5790], [0.0459, -1.2763, -1.1662], [-1.4813, -3.6660, 1.6443], [0.1005, -3.8505, 0.8856]],
  "nbo_charge": [-0.24, 0.74, -0.75, -0.81, -0.81, 0.38, 0.40, 0.36, 0.24, 0.76, -0.73, -0.83, -0.85, 0.38, 0.40, 0.30, 0.37, 0.74, -0.75, -0.87, -0.85, 0.40, 0.40, 0.37, 0.40, 0.74, -0.71, -0.83, -0.80, 0.36, 0.32, 0.41, 0.37]
}

=====

Copy entry 7 word for word.
{
  "formula": "C4H16AsF6O4Ti",
  "method": "wB97M-V/def2-TZVPD",
  "e_homo_ev": [-4.3675, -11.3039],
  "energy_ha": -4147.40515,
  "e_lumo_ev": [-0.09, -0.22],
  "multiplicity": 4,
  "orbital_gap_ev": [4.275, 11.084],
  "symbols": ["Ti", "As", "F", "F", "F", "F", "F", "F", "C", "O", "H", "H", "H", "H", "C", "O", "H", "H", "H", "H", "C", "O", "H", "H", "H", "H", "C", "O", "H", "H", "H", "H"],
  "coordinates": [[-0.0366, -0.1531, -0.2375], [-0.0950, -1.9756, 2.4780], [-1.3316, -2.6396, 3.5435], [-1.3604, -1.0747, 1.4826], [1.1539, -1.2388, 1.3822], [1.2792, -2.6964, 3.4413], [-0.3137, -3.4794, 1.5269], [0.0169, -0.4569, 3.4914], [-0.2814, 2.9268, 1.3403], [0.1199, 1.4764, 1.4314], [-0.0120, 3.1243, 0.3027], [-1.3363, 3.1610, 1.4833], [0.4404, 3.5503, 1.8678], [0.3234, 1.2178, 2.3332], [-2.7091, 1.4575, -1.2687], [-1.3957, 1.3019, -1.8781], [-3.2364, 0.5369, -1.5191], [-2.6433, 1.5351, -0.1835], [-3.3123, 2.2751, -1.6634], [-1.5045, 0.7928, -2.6846], [0.5264, -2.9491, -1.7092], [-0.6101, -2.3355, -1.0988], [1.0890, -3.5352, -0.9826], [0.1301, -3.5696, -2.5130], [1.2007, -2.1829, -2.0917], [-1.0099, -2.9846, -0.5154], [2.4825, 1.7062, -1.2122], [1.9678, 0.3531, -1.3456], [3.5216, 1.5963, -0.9019], [2.3534, 2.2290, -2.1599], [1.9180, 2.2396, -0.4474], [2.6650, -0.2086, -1.6920]],
  "lowdin_spin": [2.40, 0.07, 0.03, 0.05, 0.05, 0.03, 0.04, 0.04, 0.01, 0.04, 0.00, 0.00, 0.00, 0.00, 0.03, 0.04, 0.01, 0.01, 0.00, 0.00, 0.02, 0.05, 0.00, 0.00, 0.01, 0.00, 0.01, 0.06, 0.00, 0.00, 0.00, 0.00]
}